Record 1
C6H18N6O12 | ωB97M-V with the def2-TZVPD basis set

Atoms and positions in Å:
C  -1.4915  -1.4561  -3.4253
N  -2.8550  -1.9988  -3.1653
O  -3.4054  -2.5027  -4.1160
O  -3.3077  -1.9717  -2.0532
H  -1.0894  -1.2614  -2.4355
H  -1.4631  -0.5842  -4.0689
H  -0.8851  -2.2426  -3.8657
C  -2.0935  -3.4442  1.1906
N  -0.9233  -3.2157  0.3155
O  -1.0671  -3.3350  -0.8728
O  0.1270  -2.9254  0.8706
H  -1.7956  -3.9813  2.0856
H  -2.8034  -3.9900  0.5744
H  -2.5699  -2.5343  1.5525
C  2.7783  -1.4951  1.2242
N  4.1408  -1.0620  1.6286
O  4.8023  -1.8230  2.2782
O  4.4952  0.0242  1.2518
H  2.0734  -1.2523  2.0105
H  2.7502  -2.5406  0.9343
H  2.5550  -0.9600  0.3073
C  -2.8738  1.4986  -2.0228
N  -3.0107  2.5389  -0.9611
O  -3.5494  3.5792  -1.2412
O  -2.5981  2.2137  0.1372
H  -1.9521  0.9347  -1.8942
H  -2.7296  1.9510  -3.0041
H  -3.7437  0.8513  -2.0086
C  3.7266  3.6099  1.5652
N  2.5557  3.6532  2.4815
O  2.2267  2.5960  2.9702
O  2.0233  4.7121  2.7124
H  3.5909  2.6983  0.9816
H  4.6673  3.5198  2.0921
H  3.6000  4.4313  0.8663
C  -0.3855  0.7466  1.2392
N  0.5143  0.8831  0.0757
O  0.0951  0.6091  -1.0256
O  1.6245  1.2936  0.2768
H  0.0586  1.4160  1.9749
H  -0.4274  -0.2890  1.5622
H  -1.3847  1.1047  1.0007

Values from the calculation:
- Kohn-Sham gap: 10.50 eV
- HOMO: -0.4029 Ha
- Maximum force: 1.622 eV/A
- SMILES: C[N+](=O)[O-].C[N+](=O)[O-].C[N+](=O)[O-].C[N+](=O)[O-].C[N+](=O)[O-].C[N+](=O)[O-]

Results of the Löwdin charge analysis, in e, for atoms 1 through 8: C 0.0342; N -0.4480; O 0.0713; O 0.0518; H 0.0600; H 0.1017; H 0.1046; C 0.0494



Record 2
C6H18NO | ωB97M-V with the def2-TZVPD basis set

Atoms and positions in Å:
C  -0.3583  -1.3942  -3.3802
C  0.0783  -1.8284  -1.9772
C  -0.7365  -1.4051  -0.7575
C  0.1784  -0.5519  0.2695
C  0.6052  0.7382  -0.3341
C  -0.1642  1.9095  0.3159
N  0.0555  2.0408  1.9953
H  -0.8549  -0.4142  -3.3342
H  0.5820  -1.4394  -4.0650
H  -1.1269  -2.1086  -3.8273
H  1.2441  -1.3602  -1.6683
H  0.4285  -3.0815  -1.9264
H  -1.6135  -0.7057  -1.0171
H  -1.0298  -2.3235  -0.2917
H  -0.4067  -0.2840  1.2383
H  0.9658  -1.4086  0.4444
H  1.6429  0.8911  -0.3452
H  0.4610  0.7892  -1.4656
H  -1.2661  1.5794  0.4745
H  0.0767  2.9200  -0.0587
H  -0.7254  2.6967  2.2141
H  -0.3153  1.1448  2.3398
H  0.9089  2.3644  2.3281
H  -0.0264  0.4525  4.9770
H  1.1524  0.3263  3.9231
O  0.2442  0.4522  3.9284

Values from the calculation:
- Net charge: +1
- Kohn-Sham gap: 9.86 eV
- HOMO: -0.4841 Ha
- Maximum force: 5.920 eV/A

Results of the Löwdin charge analysis, in e, for atoms 1 through 8: C -0.1432; C -0.3161; C -0.2356; C -0.2225; C -0.2415; C -0.0288; N 0.1630; H 0.0585



Calculated E_LUMO in order - -0.01685; -0.12169 Ha